57
Properties=species:S:1:pos:R:3 method="wB97M-V/def2-TZVPD" energy_ev=-48595.925 orbital_gap_ev="5.10 / 4.73" charge=+3 spin_multiplicity=4
Tc -0.02 0.10 0.07
P -2.16 -0.09 -0.43
C -2.24 0.70 -2.11
C -0.89 0.82 -2.77
N 0.20 0.60 -2.01
C 1.43 0.78 -2.50
C 1.60 1.42 -3.72
C 0.48 1.70 -4.51
C -0.76 1.32 -4.05
C 2.57 0.35 -1.61
P 1.98 -0.82 -0.28
H -1.69 1.47 -4.61
H 2.61 1.66 -4.02
H 0.60 2.19 -5.47
H 3.35 -0.15 -2.20
H 3.03 1.23 -1.13
H -2.91 0.10 -2.73
H -2.65 1.74 -1.99
H -1.01 -3.46 -4.88
O -1.66 -3.95 -5.39
H -2.51 -3.80 -4.91
H -0.65 -4.82 0.66
O -0.31 -5.07 -0.20
H -0.12 -6.02 -0.09
C 2.35 -2.43 -1.06
H 3.22 -2.32 -1.72
H 2.56 -3.16 -0.26
H 1.47 -2.77 -1.62
C 3.16 -0.82 1.09
H 3.00 -1.76 1.63
H 4.20 -0.78 0.72
H 2.97 0.01 1.77
C -3.35 1.04 0.39
H -4.33 1.02 -0.12
H -3.45 0.75 1.44
H -2.91 2.06 0.32
C -3.02 -1.68 -0.35
H -3.23 -1.88 0.72
H -3.97 -1.69 -0.90
H -2.36 -2.48 -0.71
C 1.79 3.62 3.82
C 1.92 3.33 2.45
C 1.17 2.31 1.88
C 0.36 1.48 2.67
C -0.31 0.33 2.14
C -1.12 -0.47 2.94
C -1.33 -0.11 4.29
C -0.69 0.98 4.84
C 0.20 1.78 4.07
C 0.92 2.87 4.61
H 2.36 4.43 4.26
H 2.61 3.90 1.83
H 1.20 2.16 0.79
H -1.58 -1.36 2.52
H -2.01 -0.72 4.90
H -0.84 1.26 5.89
H 0.79 3.10 5.66

---

62
Properties=species:S:1:pos:R:3 method="wB97M-V/def2-TZVPD" energy_ev=-112024.173 orbital_gap_ev="6.40 / 5.33" charge=+2 de_lowest_kj_mol=51.1 spin_multiplicity=2
Pt -0.88 -1.25 -0.07
N 0.83 -2.30 -0.01
C 1.98 -1.89 0.77
C 3.24 -2.09 0.22
C 4.36 -1.70 0.93
C 4.19 -1.09 2.16
C 2.93 -0.91 2.70
C 1.78 -1.33 2.03
C 0.44 -1.21 2.63
C 0.30 -1.18 4.02
C -0.94 -1.06 4.62
C -2.10 -0.99 3.86
C -2.00 -1.04 2.48
C -0.75 -1.13 1.88
H 0.45 -3.19 0.35
H 1.11 -2.50 -0.98
H 3.34 -2.55 -0.76
H 5.35 -1.85 0.52
H 5.06 -0.75 2.72
H 2.83 -0.43 3.67
H 1.17 -1.30 4.64
H -1.00 -1.05 5.70
H -3.07 -0.91 4.33
H -2.91 -1.04 1.88
C 0.40 1.77 1.16
Si 0.01 0.93 -0.44
C -2.01 1.98 -1.03
C -2.24 1.55 -2.44
C -2.97 1.47 0.00
C -1.56 3.39 -0.82
C 1.27 1.15 -1.82
C 1.20 2.54 -2.49
C 2.61 1.10 -1.04
C 1.19 0.06 -2.88
H 0.76 2.78 0.99
H 1.20 1.20 1.64
H -0.44 1.78 1.85
H -2.29 0.47 -2.57
H -1.55 2.01 -3.15
H -3.25 1.91 -2.70
H -3.31 0.45 -0.20
H -3.87 2.10 -0.09
H -2.62 1.59 1.02
H -0.70 3.68 -1.43
H -1.40 3.65 0.23
H -2.40 4.01 -1.18
H 1.25 3.35 -1.76
H 0.32 2.67 -3.12
H 2.08 2.63 -3.13
H 2.73 1.97 -0.39
H 3.42 1.12 -1.77
H 2.74 0.20 -0.44
H 0.25 0.09 -3.44
H 1.28 -0.95 -2.46
H 2.01 0.18 -3.59
F -1.40 -1.62 -2.18
As -2.94 -2.68 -1.90
F -2.48 -3.64 -3.20
F -3.76 -1.53 -2.83
F -4.29 -3.53 -1.40
F -3.11 -1.52 -0.48
F -1.87 -3.54 -0.80

---

67
Properties=species:S:1:pos:R:3 method="wB97M-V/def2-TZVPD" energy_ev=-52593.647 orbital_gap_ev=7.65
Pb -0.82 0.78 0.10
O -4.07 -8.03 0.19
C -3.77 -6.95 -0.35
O -2.77 -6.12 -0.01
B -2.82 -5.10 -1.13
O -3.92 -5.36 -2.01
C -4.51 -6.39 -1.59
O -5.48 -6.83 -2.15
O -1.44 -5.27 -1.68
C -0.75 -4.07 -1.59
O 0.39 -3.83 -1.92
C -1.69 -3.05 -0.81
O -2.83 -3.71 -0.55
O -1.46 -1.87 -0.41
C -1.42 1.91 -3.37
O -1.68 1.68 -2.03
H -2.25 1.59 -4.00
H -1.34 2.94 -3.71
H -0.67 1.23 -3.78
C 2.35 -0.14 4.79
C 1.87 1.24 5.22
C 0.46 1.67 4.83
C 0.27 1.80 3.41
N 0.11 1.85 2.27
H 1.60 -0.80 5.22
H 3.31 -0.31 5.28
H 2.44 -0.23 3.71
H 2.63 1.96 4.90
H 2.03 1.23 6.30
H 0.24 2.69 5.15
H -0.17 1.00 5.42
C 4.11 2.53 -3.30
C 2.86 3.14 -3.87
C 2.07 4.01 -2.77
C 1.60 3.16 -1.65
N 1.22 2.49 -0.80
H 4.67 2.11 -4.14
H 4.07 1.63 -2.68
H 4.70 3.30 -2.81
H 2.10 2.50 -4.33
H 3.20 3.83 -4.64
H 1.18 4.44 -3.22
H 2.67 4.85 -2.40
C 4.26 -3.38 -3.69
C 3.01 -2.78 -2.97
C 3.26 -1.40 -2.40
C 2.14 -0.98 -1.53
N 1.32 -0.57 -0.81
H 5.17 -3.41 -3.09
H 4.69 -2.67 -4.41
H 4.15 -4.34 -4.19
H 2.81 -3.46 -2.14
H 2.14 -2.83 -3.61
H 3.21 -0.73 -3.26
H 4.24 -1.35 -1.93
C -3.26 2.76 4.90
C -4.65 2.90 4.31
C -4.67 3.30 2.81
C -3.90 2.44 1.94
N -3.27 1.75 1.23
H -2.79 1.85 4.53
H -3.22 2.62 5.98
H -2.67 3.67 4.74
H -5.19 3.61 4.93
H -5.17 1.95 4.49
H -4.22 4.27 2.63
H -5.69 3.30 2.42

---

62
Properties=species:S:1:pos:R:3 method="wB97M-V/def2-TZVPD" energy_ev=-191603.104 orbital_gap_ev=7.42
Sr -0.06 0.34 -0.41
Br 1.10 5.60 -0.31
C 2.38 4.22 -0.18
C 3.73 4.57 -0.07
C 4.70 3.61 0.03
Br 6.51 4.14 0.18
C 4.35 2.24 0.02
C 5.27 1.18 0.12
C 4.83 -0.12 0.10
C 3.46 -0.36 -0.02
N 2.56 0.60 -0.12
C 2.98 1.90 -0.09
C 1.94 2.90 -0.19
O 0.70 2.54 -0.28
H 4.00 5.61 -0.06
H 6.32 1.40 0.21
H 5.52 -0.95 0.18
H 3.08 -1.38 -0.04
C -3.17 1.91 0.10
C -3.58 0.54 -0.43
C -3.81 0.59 -1.93
C -4.82 0.04 0.29
O -2.44 -0.33 -0.17
Si -2.39 -2.02 -0.02
S -0.38 -2.48 -0.05
O -3.31 -2.52 -1.28
C -3.89 -3.81 -1.55
C -4.02 -3.89 -3.06
C -2.99 -4.93 -1.03
C -5.26 -3.86 -0.89
O -3.23 -2.47 1.32
C -2.89 -2.50 2.71
C -2.09 -3.76 3.00
C -4.22 -2.52 3.45
C -2.10 -1.25 3.10
H -3.97 2.63 -0.04
H -2.29 2.31 -0.41
H -2.96 1.86 1.17
H -4.63 1.26 -2.17
H -4.03 -0.40 -2.31
H -2.92 0.97 -2.45
H -5.65 0.73 0.11
H -4.65 -0.01 1.37
H -5.10 -0.95 -0.06
H -3.04 -3.83 -3.53
H -4.64 -3.07 -3.43
H -4.49 -4.83 -3.36
H -2.00 -4.85 -1.47
H -3.42 -5.90 -1.29
H -2.89 -4.87 0.05
H -5.89 -3.06 -1.27
H -5.16 -3.74 0.19
H -5.75 -4.82 -1.10
H -2.68 -4.64 2.72
H -1.86 -3.83 4.06
H -1.17 -3.76 2.43
H -4.81 -3.39 3.14
H -4.80 -1.62 3.23
H -4.06 -2.58 4.53
H -1.13 -1.25 2.59
H -1.92 -1.24 4.17
H -2.65 -0.35 2.83